Record 1
Molecular formula: C15H29Cl22N4O
Method: DFT, ωB97M-V/def2-TZVPD

The value obtained for the HOMO energy is -0.4324 Eh. The value obtained for the gap between HOMO and LUMO is 5.542 eV. Its energy above the lowest of the compared OMol25 structures with the same formula, charge and spin is 496.15 kJ/mol. As for the lowest unoccupied orbital energy: -6.22 eV. The calculation puts the total energy at -299508.534 eV. As for the largest force on an atom: 12.19 eV/Å.

```
! wB97M-V def2-TZVPD RIJCOSX def2/J DEFGRID3
* xyz 1 1
N 1.3238 -0.0424 -1.9675
C 0.2813 0.7621 -1.9543
O -1.1010 1.3361 -1.8704
N -1.2745 1.9966 -3.0579
C -2.5464 1.5375 -3.8017
C -3.7434 2.0106 -2.7415
N -3.0740 3.2619 -2.2159
C -1.6712 3.4565 -2.7534
N -0.9593 4.6172 -2.9632
H -2.5959 2.2522 -4.7488
H -2.3973 0.3895 -3.9734
H -3.9248 1.0941 -2.0335
H -4.6266 2.3176 -3.4823
H -3.2681 3.5503 -1.2320
H -0.4161 5.1475 -2.2450
H -0.9960 5.0223 -3.9341
C 1.2118 -1.5869 1.3826
Cl 1.0010 -3.3413 1.3315
Cl 0.9060 -0.9566 3.0056
H 2.2370 -1.3432 1.0936
H 0.5113 -1.1239 0.6833
C -3.7545 6.8484 -1.5828
Cl -2.9998 7.8437 -0.3319
Cl -2.7864 5.4081 -1.9197
H -4.7455 6.5392 -1.2417
H -3.8466 7.4373 -2.4986
C 1.2266 -4.0705 4.8175
Cl 1.9813 -3.0753 6.0685
Cl 2.1947 -5.5108 4.4806
H 0.2356 -4.3797 5.1586
H 1.1345 -3.4816 3.9017
C -1.1053 -6.1174 0.3858
Cl -0.0516 -6.9254 1.5528
Cl -1.3537 -7.1210 -1.0481
H -2.0725 -5.9222 0.8554
H -0.6444 -5.1738 0.0841
C 2.0821 5.2491 -0.3345
Cl 1.8426 6.3643 -1.6850
Cl 0.6039 4.3437 0.0125
H 2.8782 4.5459 -0.5907
H 2.3658 5.8205 0.5527
C 4.5947 -1.8812 2.8450
Cl 5.6484 -2.6892 4.0120
Cl 4.3463 -2.8849 1.4111
H 3.6275 -1.6860 3.3145
H 5.0556 -0.9376 2.5432
C -1.8906 -4.5353 -3.7911
Cl -3.0780 -3.3292 -4.3017
Cl -1.4420 -4.3082 -2.0963
H -2.3204 -5.5322 -3.9149
H -0.9964 -4.4392 -4.4117
C 0.2821 0.0321 6.6950
Cl 0.0426 1.1473 5.3444
Cl -1.1961 -0.8734 7.0419
H 1.0782 -0.6712 6.4387
H 0.5658 0.6034 7.5821
C 4.5734 8.7134 -1.6133
Cl 3.8980 8.4737 0.0027
Cl 6.3407 8.6927 -1.5733
H 4.2229 7.9118 -2.2679
H 4.2376 9.6788 -1.9997
C -5.2843 -3.6891 -1.2515
Cl -5.7555 -2.0112 -0.9550
Cl -4.2904 -4.3136 0.0704
H -6.1851 -4.3013 -1.3392
H -4.7121 -3.7390 -2.1810
C 4.0551 -6.3477 1.0671
Cl 5.1088 -7.1557 2.2341
Cl 3.8067 -7.3514 -0.3668
H 3.0879 -6.1525 1.5367
H 4.5160 -5.4041 0.7654
*
```

In the Mulliken picture, each atom carries the following charge in e:
1 N -0.424
2 C 0.474
3 O -0.086
4 N -0.075
5 C -0.502
6 C -0.389
7 N -0.218
8 C 0.187
9 N -0.228
10 H 0.281
11 H 0.365
12 H 0.330
13 H 0.294
14 H 0.383
15 H 0.171
16 H 0.261
17 C -0.296
18 Cl 0.030
19 Cl -0.064
20 H 0.190
21 H 0.096
22 C -0.409
23 Cl -0.128
24 Cl 0.079
25 H 0.285
26 H 0.288
27 C 0.569
28 Cl -0.189
29 Cl -0.129
30 H 0.364
31 H -0.634
32 C 0.441
33 Cl -0.136
34 Cl -0.170
35 H 0.174
36 H -0.313
37 C -0.216
38 Cl -0.212
39 Cl -0.142
40 H 0.324
41 H 0.303
42 C 0.013
43 Cl -0.145
44 Cl -0.133
45 H -0.055
46 H 0.373
47 C -0.446
48 Cl -0.169
49 Cl -0.008
50 H 0.263
51 H 0.372
52 C 0.117
53 Cl -0.172
54 Cl -0.141
55 H -0.106
56 H 0.308
57 C -0.139
58 Cl -0.146
59 Cl -0.143
60 H 0.141
61 H 0.306
62 C 0.176
63 Cl -0.168
64 Cl -0.110
65 H 0.308
66 H -0.198
67 C 0.393
68 Cl -0.164
69 Cl -0.174
70 H -0.058
71 H -0.028

***

Record 2
Molecular formula: C15H29ClFO13S3
Method: DFT, ωB97M-V/def2-TZVPD

The value obtained for the HOMO energy is -0.2177 Eh. The value obtained for the gap between HOMO and LUMO is 7.927 eV. As for the lowest unoccupied orbital energy: 2.00 eV. The calculation puts the total energy at -90378.602 eV. As for the largest force on an atom: 4.69 eV/Å.

```
! wB97M-V def2-TZVPD RIJCOSX def2/J DEFGRID3
* xyz -1 1
Cl -0.1334 -0.0957 0.0784
O -0.6598 -1.4586 0.2747
O 0.1596 0.4185 1.4150
O 0.9741 -0.2056 -0.8155
O -1.1707 0.7384 -0.5147
O -2.4272 2.8514 10.2718
S -2.5929 1.4349 9.7983
O -3.4596 0.5038 10.4640
O -2.9740 1.5415 8.1321
C -2.9603 0.3612 7.2893
C -2.7124 0.7867 5.8219
C -0.8625 0.6724 9.7563
H -3.8610 -0.2237 7.4760
H -2.1582 -0.3647 7.4226
H -2.8657 0.0818 5.0048
H -1.7833 1.3418 5.6918
H -3.5681 1.4529 5.7124
H -0.5115 0.7041 10.7877
H -0.0821 1.2105 9.2182
H -0.8851 -0.3813 9.4784
O -1.1800 -6.3809 -4.5292
S 0.3095 -6.0622 -4.4406
O 1.2705 -6.6394 -3.4775
O 0.8354 -6.3286 -5.9975
C 0.4723 -7.5622 -6.6201
C 1.3529 -8.6778 -6.1332
C 0.5498 -4.2125 -4.5109
H 0.6441 -7.4150 -7.6863
H -0.5932 -7.7834 -6.5582
H 1.2476 -9.6550 -6.6043
H 1.2640 -8.7184 -5.0476
H 2.3644 -8.3535 -6.3779
H 0.0887 -3.8241 -3.6028
H 0.0033 -3.9302 -5.4108
H 1.6011 -3.9525 -4.6337
O -2.6705 6.7727 -0.0116
S -2.4128 6.9325 1.4307
O -1.7171 8.1285 1.9665
O -3.9180 6.7883 2.2210
C -4.9493 6.0153 1.6086
C -4.9987 4.4830 1.8857
C -1.7060 5.3254 2.2019
H -5.2242 6.2307 0.5761
H -5.7446 6.4750 2.1954
H -5.9212 4.1014 1.4479
H -5.0541 4.2304 2.9445
H -4.1811 3.9343 1.4183
H -0.7811 5.6289 2.6924
H -1.4221 4.5619 1.4777
H -2.4109 4.9122 2.9234
F 8.7136 -0.2090 -4.3106
C 7.5978 0.0565 -4.9114
C 6.3152 0.0806 -4.3082
C 5.1625 0.3924 -5.0789
C 5.2792 0.5041 -6.4277
C 6.5176 0.4175 -7.0222
C 7.6903 0.3224 -6.2789
H 6.2866 0.0840 -3.2286
H 4.1707 0.4580 -4.6567
H 4.3850 0.5528 -7.0314
H 6.6481 0.5805 -8.0818
H 8.6487 0.3648 -6.7749
*
```

In the Mulliken picture, each atom carries the following charge in e:
1 Cl 1.564
2 O -0.669
3 O -0.648
4 O -0.601
5 O -0.646
6 O -0.581
7 S 1.106
8 O -0.567
9 O -0.300
10 C -0.081
11 C -1.205
12 C -0.951
13 H 0.309
14 H 0.278
15 H 0.403
16 H 0.287
17 H 0.257
18 H 0.362
19 H 0.338
20 H 0.344
21 O -0.615
22 S 1.089
23 O -0.565
24 O -0.270
25 C -0.370
26 C -0.895
27 C -0.892
28 H 0.263
29 H 0.329
30 H 0.369
31 H 0.274
32 H 0.245
33 H 0.425
34 H 0.292
35 H 0.322
36 O -0.600
37 S 1.171
38 O -0.587
39 O -0.372
40 C -0.275
41 C -1.010
42 C -0.877
43 H 0.326
44 H 0.296
45 H 0.375
46 H 0.263
47 H 0.308
48 H 0.347
49 H 0.386
50 H 0.247
51 F -0.286
52 C 0.376
53 C -0.465
54 C -0.399
55 C -0.361
56 C -0.373
57 C -0.341
58 H 0.384
59 H 0.424
60 H 0.350
61 H 0.320
62 H 0.371

***

Record 3
Molecular formula: C15H29F3O7S
Method: DFT, ωB97M-V/def2-TZVPD

The value obtained for the HOMO energy is -0.3705 Eh. As for the SMILES: O=C1OC(=O)C(CCC(F)(F)F)=C1S.CCO.CCO.CCO.CCO. The value obtained for the gap between HOMO and LUMO is 8.754 eV. Its energy above the lowest of the compared OMol25 structures with the same formula, charge and spin is 279.28 kJ/mol. As for the lowest unoccupied orbital energy: -1.33 eV. The calculation puts the total energy at -49342.193 eV. As for the largest force on an atom: 5.43 eV/Å.

```
! wB97M-V def2-TZVPD RIJCOSX def2/J DEFGRID3
* xyz 0 1
O 0.5774 0.4042 -5.2401
C 0.5085 1.0342 -4.1571
O -0.5091 1.9480 -3.8341
C -0.6578 2.0786 -2.4504
O -0.9670 3.1589 -1.9116
C 0.2030 0.9334 -1.7406
C 0.2453 0.3687 -0.2780
C 0.1907 1.3485 0.9690
C 1.3651 2.4156 0.9020
F 2.5215 1.9444 0.2031
F 1.8013 2.6058 2.2637
F 0.9536 3.6902 0.4496
C 1.1077 0.4835 -2.7749
S 2.5766 -0.6590 -2.6137
H 1.0181 -0.4679 -0.1835
H -0.7573 -0.2281 -0.2038
H -0.8359 1.8301 1.1528
H 0.3769 0.7074 1.8980
H 3.6218 0.2888 -2.6612
C -2.4115 0.4535 5.1354
C -1.8128 0.9323 3.8281
O -1.9943 -0.0510 2.8140
H -1.9458 -0.4841 5.4494
H -2.2738 1.1974 5.9236
H -3.4815 0.2558 5.0215
H -0.7404 1.1078 3.9407
H -2.2832 1.8658 3.5015
H -2.9446 -0.1943 2.7140
C 2.2178 -4.7744 -5.6150
C 1.2917 -4.5244 -4.4413
O 1.8720 -3.5804 -3.5494
H 3.1847 -5.1479 -5.2677
H 1.7856 -5.5027 -6.3054
H 2.4115 -3.8456 -6.1595
H 1.1182 -5.4496 -3.8876
H 0.3252 -4.1390 -4.7815
H 2.0146 -2.7614 -4.0438
C 3.1267 2.3719 5.4337
C 2.9013 0.8951 5.6913
O 2.4861 0.2450 4.4954
H 2.2114 2.8402 5.0629
H 3.4405 2.8841 6.3465
H 3.8928 2.5185 4.6669
H 2.1205 0.7523 6.4414
H 3.8177 0.4168 6.0517
H 3.1849 0.3675 3.8393
C -4.4202 -0.5399 -3.2474
C -4.2426 -0.2516 -1.7700
O -2.8620 -0.0928 -1.4624
H -3.8775 -1.4459 -3.5292
H -5.4762 -0.6695 -3.4957
H -4.0143 0.2763 -3.8524
H -4.6291 -1.0780 -1.1699
H -4.7741 0.6613 -1.4831
H -2.5293 0.6455 -1.9899
*
```

In the Mulliken picture, each atom carries the following charge in e:
1 O -0.512
2 C 0.448
3 O -0.298
4 C 0.196
5 O -0.509
6 C 1.058
7 C -0.895
8 C -0.223
9 C 0.656
10 F -0.273
11 F -0.225
12 F -0.247
13 C -0.372
14 S -0.178
15 H 0.477
16 H 0.316
17 H 0.281
18 H 0.129
19 H 0.182
20 C -1.277
21 C 0.123
22 O -0.481
23 H 0.314
24 H 0.357
25 H 0.372
26 H 0.089
27 H 0.255
28 H 0.281
29 C -1.011
30 C -0.213
31 O -0.475
32 H 0.258
33 H 0.340
34 H 0.321
35 H 0.270
36 H 0.252
37 H 0.219
38 C -0.934
39 C -0.287
40 O -0.480
41 H 0.182
42 H 0.366
43 H 0.312
44 H 0.278
45 H 0.289
46 H 0.281
47 C -1.074
48 C -0.267
49 O -0.330
50 H 0.258
51 H 0.357
52 H 0.344
53 H 0.302
54 H 0.268
55 H 0.130

***

Record 4
Molecular formula: C15H29N3O4Pt
Method: DFT, ωB97M-V/def2-TZVPD

The value obtained for the HOMO energy (spin up / spin down) is -0.5433 / -0.5433 Eh. The value obtained for the gap between HOMO and LUMO (spin up / spin down) is 7.530 / 7.529 eV. As for the lowest unoccupied orbital energy (spin up / spin down): -7.26 / -7.26 eV. The calculation puts the total energy at -31915.875 eV. As for the largest force on an atom: 0.94 eV/Å.

```
! wB97M-V def2-TZVPD RIJCOSX def2/J DEFGRID3
* xyz 2 1
Pt 0.2385 -0.5349 -0.7959
C 1.2080 -2.6546 0.8652
C 0.6014 -3.4468 -0.2648
O 0.3699 -2.5293 -1.3542
C -0.4208 -3.0780 -2.4324
C -0.7716 -1.9416 -3.3686
O -1.1998 -0.7790 -2.6508
C -2.5961 -0.6871 -2.2891
C -2.9937 -1.4650 -1.0388
O -2.1017 -1.0853 -0.0009
C -2.0152 -1.9164 1.1379
C -0.7493 -1.5208 1.9007
O 0.4792 -1.4311 1.1104
H 2.2147 -2.3281 0.6078
H 1.2579 -3.2486 1.7789
H -0.3462 -3.9143 0.0058
H 1.2932 -4.2277 -0.5871
H -1.3000 -3.5588 -2.0005
H 0.1745 -3.8338 -2.9472
H -1.5443 -2.2548 -4.0732
H 0.1048 -1.6281 -3.9342
H -3.2059 -1.0101 -3.1351
H -2.7749 0.3739 -2.1400
H -2.9541 -2.5485 -1.1873
H -4.0239 -1.2036 -0.7793
H -2.0116 -2.9707 0.8437
H -2.8708 -1.7643 1.8034
H -0.5665 -2.2307 2.7084
H -0.8591 -0.5277 2.3311
C 3.2765 2.5781 2.0527
C 3.6594 1.7663 0.8354
N 2.4397 1.3333 0.1457
C 1.2387 1.9337 0.2538
N 0.2218 1.4058 -0.4566
C -1.0452 2.1422 -0.4729
C -1.3324 2.7517 0.8830
C -0.1886 3.6752 1.2379
N 1.1033 3.0112 1.0255
C 2.2831 3.6433 1.6361
H 4.1636 3.0360 2.4866
H 2.8253 1.9374 2.8133
H 4.2393 0.8845 1.1019
H 4.2576 2.3710 0.1499
H 2.5401 0.7160 -0.6441
H -1.8257 1.4449 -0.7613
H -0.9983 2.9147 -1.2454
H -1.4348 1.9617 1.6318
H -2.2632 3.3173 0.8702
H -0.2298 3.9796 2.2831
H -0.2211 4.5817 0.6278
H 1.9293 4.2053 2.4980
H 2.7248 4.3550 0.9339
*
```

In the Mulliken picture, each atom carries the following charge in e:
1 Pt 1.231
2 C -0.787
3 C -0.374
4 O -0.277
5 C -0.475
6 C -0.658
7 O -0.482
8 C -0.754
9 C -0.528
10 O -0.289
11 C -0.667
12 C -0.522
13 O -0.429
14 H 0.352
15 H 0.444
16 H 0.242
17 H 0.526
18 H 0.279
19 H 0.511
20 H 0.427
21 H 0.352
22 H 0.457
23 H 0.343
24 H 0.346
25 H 0.474
26 H 0.310
27 H 0.450
28 H 0.509
29 H 0.250
30 C -0.608
31 C -0.623
32 N -0.002
33 C 0.679
34 N -0.420
35 C -0.005
36 C -0.609
37 C -0.677
38 N 0.086
39 C -0.628
40 H 0.374
41 H 0.267
42 H 0.375
43 H 0.330
44 H 0.147
45 H -0.373
46 H 0.429
47 H 0.117
48 H 0.439
49 H 0.471
50 H 0.300
51 H 0.387
52 H 0.282